ORCA calculation (wB97M-V/def2-TZVPD) on the ion C10H12N3O2 with charge +1 at a distorted geometry.

Each line ends with the Löwdin spin population.
Positions of all 27 atoms, in Å:
1 C -3.05 -3.26 0.02  0.02
2 C -1.81 -3.66 0.51  0.00
3 C -3.20 -1.94 -0.53  0.00
4 C -0.72 -2.77 0.44  0.02
5 C -2.11 -1.13 -0.55  0.02
6 C -0.88 -1.51 -0.07  0.02
7 C 0.59 -0.03 1.15  0.51
8 C 1.56 0.89 1.27  0.61
9 C 0.56 0.11 -1.20  0.05
10 C 2.00 4.13 -0.13  0.02
11 N 1.71 0.96 -1.03  0.03
12 N 0.12 -0.47 -0.03  0.28
13 N 1.90 1.63 0.11  0.10
14 O 0.24 -0.32 -2.26  0.12
15 O 1.25 2.96 0.19  0.15
16 H -3.90 -3.87 0.19  0.00
17 H -1.66 -4.63 0.94  0.00
18 H -4.08 -1.60 -0.93  0.00
19 H 0.37 -2.95 0.67  0.00
20 H -2.09 -0.08 -0.89  0.00
21 H 0.09 -0.46 2.02  0.03
22 H 1.77 1.21 2.37  0.01
23 H 1.37 4.93 0.17  0.01
24 H 2.34 4.22 -1.24  0.00
25 H 2.89 4.22 0.55  0.00
26 H 1.81 1.52 -1.89  0.00
27 H 2.94 1.94 0.14  0.01

2S+1   3
Kohn-Sham gap (spin up / spin down)   0.2363 / 0.2097 hartree
Net charge   +1
ΔE to the lowest compared entry with this formula, charge and spin   15.9 kcal/mol
HOMO level (spin up / spin down)   -9.58 / -12.75 eV

ORCA calculation (wB97M-V/def2-TZVPD) on a cluster of 3 separate species, C8H12NOPS in total at a distorted geometry.

Each line ends with the Löwdin charge.
Positions of all 24 atoms, in Å:
1 C 1.00 -0.61 0.60  -0.10
2 C -0.67 0.30 -0.87  -0.08
3 C 1.06 -1.81 -0.08  -0.07
4 C -0.44 -0.75 -1.75  -0.13
5 C 0.17 0.46 0.26  -0.37
6 C 0.42 -1.81 -1.35  -0.09
7 C -0.05 1.54 1.18  -0.07
8 C -2.97 -0.37 2.56  -0.20
9 N -4.11 -0.20 2.18  0.03
10 O 2.88 0.40 -4.70  -0.69
11 P 2.72 1.04 -1.95  0.57
12 S 1.91 1.04 -3.78  0.48
13 H 1.55 -0.53 1.51  0.10
14 H -1.36 1.00 -1.23  0.10
15 H 1.69 -2.45 0.39  0.07
16 H -0.86 -0.69 -2.78  0.11
17 H -1.16 1.43 1.48  0.09
18 H 0.48 1.46 2.19  0.12
19 H 0.10 2.38 0.57  0.06
20 H 0.48 -2.62 -2.14  0.11
21 H -2.60 0.58 3.10  0.08
22 H -2.20 -1.12 2.52  0.06
23 H -4.45 -0.92 1.56  0.04
24 H 1.64 1.85 -1.73  -0.23

2S+1   1
Kohn-Sham gap (spin up / spin down)   0.2908 / 0.2908 hartree
Net charge   0
ΔE to the lowest compared entry with this formula, charge and spin   122.9 kcal/mol
HOMO level (spin up / spin down)   -9.10 / -9.10 eV

ORCA calculation (wB97M-V/def2-TZVPD) on a cluster of 2 separate species, C3H7NO2 in total.

Each line ends with the Löwdin charge.
Positions of all 13 atoms, in Å:
1 C -0.23 2.03 -0.69  -0.03
2 C 0.78 1.24 -0.86  -0.21
3 C 1.78 0.43 -1.01  0.00
4 H -0.13 2.95 -0.15  0.05
5 H -1.21 1.81 -1.09  0.05
6 H 2.45 0.50 -1.85  0.06
7 H 1.98 -0.34 -0.28  0.05
8 O -1.54 -2.20 0.44  -0.06
9 N -0.78 -1.02 0.59  -0.15
10 O -0.03 -1.09 1.75  -0.07
11 H -0.99 -2.80 -0.09  0.09
12 H -1.49 -0.28 0.70  0.11
13 H -0.59 -1.23 2.54  0.09

SMILES string   C=C=C.ONO
2S+1   1
Kohn-Sham gap   0.3815 hartree
Net charge   0
ΔE to the lowest compared entry with this formula, charge and spin   137.7 kcal/mol
HOMO level   -9.51 eV

ORCA calculation (wB97M-V/def2-TZVPD) on the molecule C5H9NO.

Each line ends with the Löwdin charge.
Positions of all 16 atoms, in Å:
1 C 0.60 0.87 1.66  -0.05
2 C -0.67 0.11 1.35  -0.31
3 N -1.56 0.56 0.28  0.06
4 C -0.85 -0.70 0.11  -0.24
5 C 0.21 -0.90 -0.92  -0.25
6 C 0.23 -0.18 -2.20  -0.10
7 O 1.15 0.14 -1.16  -0.06
8 H 1.35 0.23 2.12  0.08
9 H 0.37 1.69 2.36  0.08
10 H 1.03 1.30 0.75  0.07
11 H -1.21 -0.23 2.23  0.13
12 H -1.08 1.29 -0.25  0.09
13 H -1.51 -1.57 0.19  0.14
14 H 0.65 -1.90 -0.91  0.15
15 H 0.66 -0.64 -3.08  0.11
16 H -0.53 0.58 -2.38  0.11

SMILES string   C[C@H]1N[C@H]1[C@H]1CO1
2S+1   1
Kohn-Sham gap   0.3829 hartree
Net charge   0
ΔE to the lowest compared entry with this formula, charge and spin   68.6 kcal/mol
HOMO level   -9.29 eV

ORCA calculation (wB97M-V/def2-TZVPD) on the ion C5H13N2O with charge -2 at a distorted geometry.

Each line ends with the Löwdin spin population.
Positions of all 21 atoms, in Å:
1 C -0.70 0.66 0.11  0.00
2 N -2.05 0.18 0.37  0.00
3 C -2.83 1.05 1.39  0.00
4 O -2.56 2.36 1.40  0.00
5 C 0.28 -0.46 -0.21  0.02
6 C 1.73 0.04 -0.04  0.05
7 C 2.76 -1.07 -0.24  0.46
8 N -0.01 -0.94 -1.55  0.03
9 H -0.68 1.33 -0.75  0.00
10 H -0.38 1.20 1.00  0.00
11 H -2.59 0.21 -0.48  0.00
12 H -3.88 0.84 1.08  0.00
13 H -2.59 0.57 2.36  0.00
14 H 0.11 -1.28 0.50  0.01
15 H 1.81 0.51 0.94  0.01
16 H 1.88 0.84 -0.77  0.02
17 H 3.73 -0.71 -0.63  0.14
18 H 2.46 -1.72 -1.06  0.10
19 H 2.92 -1.63 0.68  0.09
20 H 0.48 -1.76 -1.88  0.05
21 H 0.11 -0.19 -2.22  0.02

2S+1   2
Kohn-Sham gap (spin up / spin down)   0.1162 / 0.2580 hartree
Net charge   -2
ΔE to the lowest compared entry with this formula, charge and spin   0.0 kcal/mol
HOMO level (spin up / spin down)   3.74 / -0.17 eV

ORCA calculation (wB97M-V/def2-TZVPD) on a structure of composition C14H30N4NbO3Si at a distorted geometry.

Each line ends with the Löwdin charge.
Positions of all 53 atoms, in Å:
1 Nb 0.09 0.81 -0.19  2.06
2 C 3.71 2.01 -1.63  0.02
3 C 3.12 0.59 -1.59  -0.30
4 C 3.77 -0.42 -2.22  0.03
5 C 3.10 -1.65 -2.49  0.10
6 C 1.78 -1.79 -1.91  0.04
7 C 1.41 -0.94 -0.89  -0.41
8 N 2.07 0.31 -0.79  -0.02
9 N 0.30 -1.18 0.02  -0.19
10 Si -0.46 -2.80 0.49  0.57
11 C -1.31 -2.27 2.10  -0.14
12 C -1.60 -2.96 -1.05  -0.17
13 C 0.74 -4.28 0.61  -0.14
14 H 2.92 2.74 -1.31  0.09
15 H 4.12 2.34 -2.57  0.09
16 H 4.69 1.95 -1.08  0.13
17 H 4.85 -0.16 -2.55  0.19
18 H 3.52 -2.30 -3.20  0.13
19 H 1.10 -2.63 -2.08  0.12
20 H -0.80 -1.24 2.33  0.02
21 H -1.12 -2.84 3.01  0.06
22 H -2.34 -1.94 1.98  0.03
23 H -2.30 -2.12 -1.21  0.01
24 H -2.24 -3.86 -0.93  0.06
25 H -1.17 -3.16 -2.06  0.04
26 H 0.39 -4.95 1.40  0.05
27 H 1.70 -3.93 0.97  0.03
28 H 0.88 -4.80 -0.38  0.06
29 C -4.23 1.07 0.51  -0.03
30 N -4.12 1.07 -0.95  0.07
31 C -2.93 0.98 -1.58  -0.54
32 N -2.89 0.92 -2.91  0.22
33 O -1.84 0.86 -0.97  -0.18
34 H -5.07 1.75 0.82  0.13
35 H -3.42 1.44 1.05  0.05
36 H -4.52 0.05 0.85  0.12
37 H -5.03 1.15 -1.52  0.22
38 H -3.67 1.00 -3.58  0.17
39 H -2.03 0.58 -3.31  0.13
40 O 0.10 2.57 -1.63  -0.14
41 H 1.00 2.87 -1.93  0.10
42 H -0.54 2.85 -2.41  0.19
43 C 0.25 3.29 3.42  0.00
44 C 0.38 1.80 2.91  -0.35
45 C 1.63 1.01 3.25  -0.03
46 O 0.17 1.65 1.42  -0.36
47 H 0.01 3.91 2.58  0.06
48 H 1.20 3.63 3.82  0.08
49 H -0.55 3.47 4.19  0.12
50 H -0.54 1.25 3.22  0.14
51 H 2.47 1.25 2.52  0.11
52 H 1.23 0.06 3.16  0.03
53 H 2.03 1.00 4.30  0.13

2S+1   1
Kohn-Sham gap (spin up / spin down)   0.2374 / 0.2375 hartree
Net charge   +3
ΔE to the lowest compared entry with this formula, charge and spin   22.5 kcal/mol
HOMO level (spin up / spin down)   -18.59 / -18.59 eV